(1)
Computed, not measured: a molecular structure, C56H47Cl3N5O3P2S2Y, with ωB97M-V with the def2-TZVPD basis set.

The geometry in XYZ format:
```
119
Properties=species:S:1:pos:R:3
Y 0.949 -0.628 1.284
O -0.039 -1.928 4.892
S -0.029 -0.742 4.094
O -0.770 -0.808 2.793
N 1.381 -0.309 3.508
C 2.631 -0.529 4.097
C 2.946 -0.460 5.425
C 4.269 -0.699 5.859
C 5.260 -0.991 4.969
C 4.965 -1.063 3.585
C 5.932 -1.372 2.606
C 5.570 -1.442 1.288
C 4.235 -1.201 0.943
N 3.294 -0.899 1.824
C 3.647 -0.831 3.150
C -0.722 0.567 5.031
C -1.302 0.274 6.256
C -1.857 1.311 6.995
C -1.823 2.607 6.507
C -1.233 2.886 5.279
C -0.678 1.865 4.530
H 2.175 -0.229 6.150
H 4.490 -0.644 6.916
H 6.274 -1.171 5.303
H 6.956 -1.553 2.910
H 6.285 -1.678 0.513
H 3.931 -1.268 -0.096
H -1.315 -0.746 6.617
H -2.315 1.102 7.953
H -2.252 3.411 7.091
H -1.199 3.905 4.914
H -0.200 2.068 3.581
C 0.150 -3.797 -2.315
N 0.098 -2.650 -1.396
P 0.522 -1.049 -1.785
C -0.235 -0.775 -3.411
C 0.417 -0.099 -4.440
C -0.228 0.102 -5.654
C -1.515 -0.374 -5.849
C -2.171 -1.046 -4.824
C -1.538 -1.239 -3.607
C 2.309 -0.978 -2.129
C 3.102 -2.055 -2.527
C 4.462 -1.877 -2.743
C 5.038 -0.622 -2.582
C 4.259 0.457 -2.188
C 2.904 0.274 -1.948
P -0.619 -2.740 0.139
C -2.147 -3.670 -0.002
C -3.328 -2.949 -0.181
C -4.527 -3.619 -0.365
C -4.547 -5.007 -0.364
C -3.375 -5.729 -0.179
C -2.172 -5.065 0.003
C 0.521 -3.720 1.160
C 1.880 -3.767 0.838
C 2.794 -4.309 1.737
C 2.362 -4.784 2.963
C 1.012 -4.719 3.300
C 0.096 -4.187 2.410
H 0.468 -3.465 -3.302
H -0.840 -4.244 -2.411
H 0.842 -4.559 -1.950
H 1.431 0.258 -4.310
H 0.284 0.623 -6.452
H -2.011 -0.224 -6.799
H -3.177 -1.415 -4.973
H -2.053 -1.774 -2.814
H 2.666 -3.034 -2.680
H 5.070 -2.716 -3.056
H 6.095 -0.486 -2.769
H 4.707 1.435 -2.065
H 2.294 1.119 -1.637
H -3.310 -1.864 -0.167
H -5.444 -3.061 -0.500
H -5.484 -5.531 -0.502
H -3.399 -6.811 -0.175
H -1.259 -5.629 0.153
H 2.224 -3.410 -0.129
H 3.843 -4.362 1.472
H 3.073 -5.206 3.661
H 0.676 -5.074 4.265
H -0.949 -4.124 2.688
Cl -0.642 7.896 -4.321
C -1.354 6.695 -3.309
C -0.546 5.856 -2.560
C -1.137 4.889 -1.766
C -2.520 4.728 -1.679
C -3.176 3.672 -0.809
C -2.743 3.637 0.665
N -1.407 3.089 0.889
C -0.257 3.769 1.219
C 0.737 2.840 1.258
N 0.202 1.602 0.950
C -1.091 1.803 0.742
O -3.144 2.333 -1.291
C -2.207 1.964 -2.300
C -2.639 2.320 -3.691
C -3.819 1.919 -4.241
Cl -5.019 0.952 -3.492
S -4.033 2.473 -5.846
C -2.502 3.236 -5.825
C -1.882 3.089 -4.624
C -3.297 5.599 -2.449
Cl -5.027 5.483 -2.472
C -2.731 6.572 -3.259
H 0.530 5.956 -2.607
H -0.481 4.237 -1.208
H -4.236 3.914 -0.760
H -3.430 2.965 1.179
H -2.807 4.620 1.127
H -0.251 4.832 1.387
H 1.779 2.972 1.496
H -1.818 1.050 0.478
H -2.136 0.881 -2.205
H -1.209 2.371 -2.116
H -2.160 3.782 -6.690
H -0.915 3.517 -4.398
H -3.362 7.222 -3.847
```

Computed properties:
Net charge: +2
Spin multiplicity: 1
DFT total energy in Eh: -5559.4098
Gap between HOMO and LUMO in Eh: 0.27108
LUMO level in eV: -5.01

---

(2)
Computed, not measured: a molecular structure, C56H48CoNO2P2S at a distorted geometry, with ωB97M-V with the def2-TZVPD basis set.

The geometry in XYZ format:
```
111
Properties=species:S:1:pos:R:3
Co -0.588 0.619 0.044
N 1.088 -0.410 -0.079
C 2.275 -0.116 0.676
C 3.513 -0.229 0.063
C 4.666 -0.002 0.794
C 4.568 0.349 2.135
C 3.324 0.465 2.732
C 2.155 0.229 2.012
C 0.820 0.387 2.622
C 0.648 0.174 3.997
C -0.549 0.445 4.635
C -1.623 0.948 3.914
C -1.502 1.110 2.540
C -0.305 0.794 1.911
H 0.596 -1.236 0.301
H 1.321 -0.648 -1.040
H 3.575 -0.533 -0.976
H 5.633 -0.100 0.321
H 5.462 0.534 2.715
H 3.262 0.762 3.771
H 1.475 -0.232 4.566
H -0.640 0.274 5.699
H -2.554 1.196 4.405
H -2.354 1.465 1.979
O -2.247 2.067 -0.155
C -3.504 1.641 -0.676
C -4.462 2.547 -1.106
C -5.703 2.083 -1.510
C -5.987 0.727 -1.493
C -4.988 -0.161 -1.147
C -3.722 0.271 -0.747
P -2.356 -0.936 -0.521
C -2.355 -1.681 -2.183
C -2.319 -0.810 -3.272
C -2.307 -1.303 -4.567
C -2.331 -2.673 -4.786
C -2.355 -3.545 -3.706
C -2.357 -3.053 -2.409
C -3.037 -2.134 0.667
C -4.057 -3.029 0.346
C -4.585 -3.867 1.318
C -4.095 -3.830 2.616
C -3.064 -2.959 2.937
C -2.536 -2.122 1.966
C -1.922 3.435 -0.174
C -2.733 4.393 0.414
C -2.371 5.726 0.292
C -1.214 6.094 -0.390
C -0.366 5.119 -0.878
C -0.715 3.774 -0.751
P 0.474 2.437 -0.946
C 0.965 2.300 -2.662
C 0.138 2.824 -3.656
C 0.462 2.637 -4.992
C 1.602 1.927 -5.339
C 2.419 1.386 -4.352
C 2.091 1.552 -3.018
C 1.841 3.113 0.054
C 3.132 3.316 -0.419
C 4.102 3.857 0.417
C 3.786 4.204 1.720
C 2.490 4.023 2.191
C 1.525 3.474 1.367
H -4.260 3.604 -1.148
H -6.447 2.796 -1.838
H -6.966 0.365 -1.772
H -5.189 -1.221 -1.205
H -2.310 0.264 -3.113
H -2.289 -0.619 -5.405
H -2.332 -3.061 -5.796
H -2.378 -4.614 -3.874
H -2.368 -3.739 -1.573
H -4.444 -3.098 -0.662
H -5.382 -4.550 1.056
H -4.511 -4.484 3.370
H -2.667 -2.932 3.943
H -1.717 -1.463 2.223
H -3.624 4.107 0.954
H -3.002 6.485 0.735
H -0.956 7.139 -0.495
H 0.579 5.390 -1.332
H -0.745 3.393 -3.389
H -0.177 3.048 -5.761
H 1.857 1.794 -6.382
H 3.310 0.838 -4.626
H 2.720 1.112 -2.253
H 3.390 3.089 -1.444
H 5.103 4.016 0.039
H 4.542 4.630 2.365
H 2.231 4.316 3.200
H 0.518 3.344 1.746
C 5.638 -3.465 2.751
C 4.401 -3.540 1.901
C 3.145 -3.248 2.433
C 1.999 -3.342 1.660
C 2.114 -3.731 0.332
C 3.353 -4.005 -0.229
C 4.488 -3.914 0.561
S 0.660 -3.858 -0.680
C -0.026 -5.365 0.001
O -0.258 -2.752 -0.181
H 5.403 -3.165 3.770
H 6.351 -2.751 2.336
H 6.135 -4.435 2.788
H 3.064 -2.956 3.473
H 1.026 -3.107 2.079
H 3.430 -4.289 -1.272
H 5.457 -4.138 0.133
H -0.390 -5.139 1.003
H 0.758 -6.120 0.028
H -0.839 -5.698 -0.642
```

Computed properties:
Net charge: +2
Spin multiplicity: 1
DFT total energy in Eh: -4831.1736
Gap between HOMO and LUMO (spin up / spin down) in Eh: 0.24237 / 0.24538
LUMO level (spin up / spin down) in eV: -6.45 / -6.34

---

(3)
Computed, not measured: a molecular structure, C56H51NP3S4SbScSi at a distorted geometry, with ωB97M-V with the def2-TZVPD basis set.

The geometry in XYZ format:
```
118
Properties=species:S:1:pos:R:3
Sc -0.248 0.761 0.045
C -0.211 -1.140 5.341
C 0.668 -2.127 4.926
C 1.174 -2.120 3.637
C 0.802 -1.120 2.743
C -0.115 -0.153 3.159
C -0.610 -0.157 4.451
P 1.533 -0.873 1.077
C 3.136 -0.152 1.580
C 4.242 -0.264 0.743
C 5.404 0.437 1.012
C 5.476 1.269 2.118
C 4.381 1.383 2.961
C 3.217 0.686 2.693
C 1.967 -2.509 0.401
C 2.930 -3.282 1.057
C 3.277 -4.538 0.600
C 2.701 -5.022 -0.571
C 1.797 -4.239 -1.263
C 1.396 -2.983 -0.804
Si 0.156 -1.967 -1.822
C 0.706 -1.498 -3.582
C 0.437 -2.260 -4.717
C 0.735 -1.781 -5.979
C 1.312 -0.529 -6.128
C 1.573 0.248 -5.014
C 1.246 -0.211 -3.745
P 1.764 0.714 -2.236
C 3.521 0.254 -2.569
C 4.501 1.141 -2.995
C 5.781 0.690 -3.268
C 6.101 -0.648 -3.128
C 5.123 -1.543 -2.728
C 3.846 -1.097 -2.452
C 1.802 2.494 -2.639
C 1.031 3.114 -3.614
C 1.091 4.487 -3.766
C 1.904 5.253 -2.946
C 2.640 4.645 -1.942
C 2.586 3.272 -1.785
C -1.206 -1.158 -0.998
C -3.456 -0.805 -2.899
C -4.560 -0.038 -3.032
C -4.854 1.032 -2.140
C -4.426 0.893 -0.797
C -3.233 0.319 -0.505
P -2.532 -0.559 0.907
C -3.602 -0.207 2.374
C -4.455 0.856 2.632
C -5.112 0.945 3.849
C -4.901 -0.004 4.833
C -4.014 -1.043 4.605
C -3.372 -1.139 3.390
C -3.301 -2.194 0.582
C -2.545 -3.354 0.510
C -3.148 -4.551 0.173
C -4.505 -4.596 -0.104
C -5.263 -3.440 -0.031
C -4.664 -2.245 0.318
H -0.584 -1.136 6.354
H 0.972 -2.902 5.615
H 1.862 -2.894 3.336
H -0.447 0.630 2.472
H -1.306 0.611 4.752
H 4.194 -0.910 -0.121
H 6.251 0.332 0.349
H 6.380 1.822 2.327
H 4.429 2.019 3.833
H 2.370 0.771 3.361
H 3.431 -2.871 1.924
H 4.000 -5.136 1.137
H 2.978 -5.997 -0.948
H 1.398 -4.613 -2.197
H -0.003 -3.242 -4.605
H 0.527 -2.383 -6.852
H 1.568 -0.162 -7.111
H 2.056 1.207 -5.134
H 4.272 2.187 -3.128
H 6.535 1.389 -3.600
H 7.104 -0.993 -3.330
H 5.353 -2.594 -2.627
H 3.091 -1.812 -2.152
H 0.366 2.532 -4.239
H 0.490 4.968 -4.523
H 1.955 6.324 -3.084
H 3.262 5.244 -1.290
H 3.148 2.784 -0.992
H -3.234 -1.731 -3.389
H -5.310 -0.294 -3.770
H -5.773 1.574 -2.304
H -5.106 1.212 -0.018
H -4.612 1.628 1.895
H -5.805 1.757 4.030
H -5.416 0.069 5.780
H -3.829 -1.783 5.370
H -2.666 -1.942 3.213
H -1.480 -3.304 0.695
H -2.559 -5.455 0.119
H -4.972 -5.530 -0.384
H -6.321 -3.471 -0.251
H -5.253 -1.339 0.365
S -3.968 4.590 -1.554
Sb -2.903 2.911 -2.647
S -2.197 -0.043 -1.924
S -0.992 2.736 -1.199
N 0.774 2.521 1.301
H 0.769 3.258 0.587
H 1.715 2.475 1.691
H 0.154 2.857 2.046
C -2.767 3.935 4.535
S -1.947 2.958 3.241
C -2.616 3.766 1.766
H -2.596 4.988 4.335
H -2.323 3.661 5.487
H -3.830 3.714 4.542
H -3.688 3.602 1.701
H -2.119 3.326 0.899
H -2.409 4.832 1.796
```

Computed properties:
Spin multiplicity: 2
DFT total energy in Eh: -6126.5003
Gap between HOMO and LUMO (spin up / spin down) in Eh: 0.17361 / 0.22365
LUMO level (spin up / spin down) in eV: -0.14 / -0.13

---

(4)
Computed, not measured: a molecular structure, C56H52AsIKN7O5P2, with ωB97M-V with the def2-TZVPD basis set.

The geometry in XYZ format:
```
125
Properties=species:S:1:pos:R:3
K -0.851 -1.299 -0.031
O 6.329 -0.802 2.697
N 5.639 -1.392 3.506
O 6.023 -1.746 4.602
C 4.239 -1.653 3.157
C 3.366 -1.677 4.187
C 1.974 -1.841 3.941
C 1.025 -1.887 4.980
C -0.304 -2.019 4.668
C -0.662 -2.092 3.313
N 0.213 -2.070 2.335
C 1.514 -1.944 2.617
C 2.460 -1.948 1.517
N 1.977 -2.093 0.266
C 2.829 -2.218 -0.725
C 4.218 -2.207 -0.553
C 4.729 -1.993 0.701
C 3.842 -1.836 1.785
H 3.727 -1.554 5.198
H 1.357 -1.811 6.009
H -1.071 -2.052 5.431
H -1.708 -2.140 3.015
H 2.404 -2.325 -1.721
H 4.867 -2.345 -1.408
H 5.795 -1.946 0.859
C -0.140 3.770 -0.390
C -1.352 4.080 0.475
As -1.566 5.981 1.015
C -1.276 6.853 -0.711
C -1.800 6.285 -1.871
C -1.705 6.941 -3.090
C -1.087 8.181 -3.168
C -0.574 8.763 -2.017
C -0.674 8.106 -0.798
C 0.212 6.151 1.820
C 0.289 5.888 3.187
C 1.510 5.898 3.848
C 2.673 6.185 3.148
C 2.609 6.459 1.789
C 1.387 6.440 1.130
P 0.243 1.957 -0.410
C 0.802 1.794 1.329
C -0.086 1.183 2.216
C 0.193 1.148 3.577
C 1.367 1.701 4.063
C 2.258 2.312 3.187
C 1.971 2.370 1.833
C 1.784 1.942 -1.388
C 2.896 1.183 -1.019
C 4.017 1.122 -1.837
C 4.043 1.804 -3.044
C 2.936 2.546 -3.431
C 1.819 2.613 -2.612
H 0.745 4.291 -0.020
H -0.308 4.109 -1.413
H -1.290 3.571 1.439
H -2.281 3.739 0.014
H -2.296 5.321 -1.830
H -2.119 6.483 -3.980
H -1.010 8.694 -4.118
H -0.097 9.734 -2.064
H -0.273 8.578 0.092
H -0.616 5.672 3.746
H 1.550 5.685 4.909
H 3.628 6.201 3.660
H 3.513 6.687 1.238
H 1.351 6.652 0.068
H -1.013 0.741 1.852
H -0.515 0.686 4.254
H 1.586 1.669 5.124
H 3.170 2.762 3.562
H 2.656 2.876 1.163
H 2.897 0.639 -0.081
H 4.874 0.540 -1.519
H 4.919 1.759 -3.678
H 2.943 3.081 -4.373
H 0.966 3.197 -2.939
I 0.303 -4.202 -5.639
C -0.091 -2.348 -4.775
C -0.007 -1.174 -5.509
C -0.270 0.023 -4.863
C -0.586 -0.001 -3.513
N -0.663 -1.126 -2.805
C -0.432 -2.274 -3.431
H 0.256 -1.198 -6.558
H -0.222 0.966 -5.391
H -0.786 0.919 -2.973
H -0.531 -3.179 -2.838
C 0.280 -7.986 -1.075
N 0.248 -6.921 -2.074
C -1.122 -6.801 -2.582
N -2.126 -6.594 -1.545
C -2.014 -7.672 -0.568
N -0.677 -7.811 0.015
C -0.339 -6.646 0.838
P -0.336 -5.025 -0.085
C 0.707 -5.652 -1.500
C -1.976 -5.283 -0.906
H 1.287 -8.054 -0.659
H 0.050 -8.929 -1.577
H -1.365 -7.726 -3.111
H -1.166 -5.977 -3.296
H -2.261 -8.612 -1.068
H -2.737 -7.506 0.233
H 0.643 -6.803 1.291
H -1.053 -6.580 1.663
H 1.737 -5.775 -1.151
H 0.746 -4.904 -2.298
H -2.158 -4.486 -1.632
H -2.762 -5.154 -0.158
O -5.646 -0.699 2.103
C -6.064 -0.843 0.812
C -7.413 -0.688 0.497
C -7.867 -0.861 -0.800
C -6.973 -1.208 -1.802
C -5.634 -1.371 -1.479
C -5.149 -1.180 -0.188
C -3.646 -1.339 0.040
O -3.131 -0.703 0.994
O -3.038 -2.075 -0.781
H -6.419 -0.497 2.646
H -8.115 -0.433 1.286
H -8.920 -0.731 -1.020
H -7.314 -1.354 -2.819
H -4.911 -1.660 -2.231
```

Computed properties:
Spin multiplicity: 1
DFT total energy in Eh: -6740.7593
Gap between HOMO and LUMO in Eh: 0.24757
LUMO level in eV: -1.07